Record 1
C2H9NOS | ωB97M-V/def2-TZVPD

Output
HOMO = -9.00 eV
lowest unoccupied orbital energy = 0.59 eV
SMILES = NCCS.O
orbital gap = 0.3523 hartree

Each line ends with the Mulliken charge.
Element x y z (Å)
C (0.161, -0.077, -0.012)  -0.159
C (0.800, -1.480, 0.362)  -0.835
S (1.020, -2.804, -1.034)  -0.213
N (0.515, 0.913, 1.048)  -0.624
H (0.649, 0.166, -1.042)  0.211
H (-1.057, -0.099, 0.003)  0.230
H (1.648, -1.312, 0.897)  0.461
H (0.156, -2.069, 1.033)  0.287
H (2.388, -2.624, -1.060)  0.129
H (1.550, 1.032, 0.881)  0.237
H (-0.004, 1.786, 0.865)  0.263
H (-2.400, 2.147, -1.385)  0.324
H (-2.913, 2.599, -0.124)  0.298
O (-2.514, 1.823, -0.431)  -0.611

---

Record 2
C2H9NOS | ωB97M-V/def2-TZVPD

Output
HOMO = -9.31 eV
lowest unoccupied orbital energy = 0.80 eV
SMILES = CNCO.S
orbital gap = 0.3716 hartree

Each line ends with the Mulliken charge.
Element x y z (Å)
S (-3.047, -2.437, -2.373)  -0.252
H (-2.306, -1.373, -2.704)  0.125
H (-2.295, -2.673, -1.292)  0.126
C (0.168, -0.329, -0.420)  -0.860
N (0.862, 0.856, 0.048)  -0.370
C (0.928, 0.924, 1.496)  -0.331
O (1.505, 2.136, 1.899)  -0.531
H (0.810, -1.204, -0.308)  0.300
H (-0.072, -0.236, -1.477)  0.307
H (-0.772, -0.523, 0.116)  0.313
H (0.407, 1.698, -0.283)  0.226
H (-0.064, 0.892, 1.966)  0.320
H (1.510, 0.068, 1.859)  0.311
H (2.366, 2.201, 1.473)  0.316

---

Record 3
C2H9NOS2 | ωB97M-V/def2-TZVPD

Output
HOMO = -8.47 eV
lowest unoccupied orbital energy = 0.42 eV
SMILES = CSS.NCO
orbital gap = 0.3268 hartree

Each line ends with the Mulliken charge.
Element x y z (Å)
C (2.312, 0.117, 1.311)  -0.745
S (1.041, -0.079, 0.095)  -0.024
S (1.025, 1.588, -1.243)  -0.180
H (3.294, -0.103, 0.876)  0.293
H (2.349, 1.176, 1.777)  0.301
H (2.025, -0.603, 2.102)  0.230
H (1.267, 2.468, -0.267)  0.131
N (-1.914, -1.085, 1.437)  -0.276
C (-2.682, -1.316, 0.271)  -0.219
O (-1.916, -0.754, -0.977)  -0.551
H (-0.993, -0.928, 1.212)  0.121
H (-2.395, -0.890, 2.230)  0.157
H (-3.630, -0.854, 0.160)  0.276
H (-2.764, -2.325, -0.073)  0.219
H (-1.274, -1.261, -1.379)  0.267

---

Record 4
C2H9NOS2 | ωB97M-V/def2-TZVPD

Output
HOMO = -8.21 eV
lowest unoccupied orbital energy = 0.41 eV
SMILES = CSS.NCO
orbital gap = 0.3171 hartree

Each line ends with the Mulliken charge.
Element x y z (Å)
C (1.140, 1.468, 1.627)  -0.837
S (1.118, 1.405, 3.440)  -0.036
S (2.910, 0.372, 3.908)  -0.205
H (0.184, 1.742, 1.181)  0.281
H (1.540, 0.495, 1.336)  0.259
H (1.829, 2.134, 1.090)  0.373
H (2.884, 0.409, 5.260)  0.159
N (-2.001, -0.415, -2.696)  -0.514
C (-1.294, -1.201, -1.704)  0.123
O (-0.308, -2.020, -2.293)  -0.548
H (-2.797, -0.805, -3.171)  0.182
H (-2.038, 0.572, -2.521)  0.180
H (-0.825, -0.528, -0.988)  0.057
H (-2.047, -1.850, -1.237)  0.227
H (-0.294, -1.779, -3.231)  0.298

---

Record 5
C2H9NOSi2 | ωB97M-V/def2-TZVPD

Output
HOMO = -9.22 eV
lowest unoccupied orbital energy = -1.60 eV
orbital gap = 0.2803 hartree

Each line ends with the Mulliken charge.
Element x y z (Å)
C (1.114, 0.735, -0.117)  0.686
C (0.589, 2.060, -0.552)  -0.954
N (0.265, -0.261, 0.286)  -0.073
O (2.336, 0.466, -0.203)  -0.629
Si (-3.006, -0.440, 0.045)  0.273
Si (1.109, -1.797, 0.826)  0.363
H (0.538, 2.833, 0.209)  0.269
H (1.273, 2.538, -1.314)  0.268
H (-0.426, 2.079, -0.913)  0.270
H (-4.373, -0.258, -0.159)  -0.125
H (-2.725, -1.021, -1.304)  -0.048
H (-0.595, -0.307, 0.160)  0.049
H (1.637, -2.449, -0.307)  -0.110
H (2.146, -1.467, 1.892)  -0.085
H (0.116, -2.712, 1.448)  -0.155

---

Record 6
C2H9NP | ωB97M-V/def2-TZVPD

Output
HOMO = -13.55 eV
lowest unoccupied orbital energy = -5.98 eV
orbital gap = 0.2783 hartree
charge = +1

Each line ends with the Mulliken charge.
Element x y z (Å)
C (1.921, 0.114, 0.697)  -0.857
C (-1.431, -0.391, -0.912)  -0.324
N (0.971, 0.152, -0.383)  -0.481
P (-2.489, 0.044, 0.360)  0.097
H (2.924, 0.486, 0.542)  0.300
H (1.538, 0.824, 1.470)  0.277
H (2.053, -0.894, 1.052)  0.313
H (-1.464, -0.267, -1.940)  0.412
H (-0.960, -1.338, -0.782)  0.285
H (1.122, -0.662, -1.046)  0.330
H (1.038, 0.985, -1.016)  0.265
H (-3.187, 1.337, 0.351)  0.202
H (-2.035, -0.389, 1.606)  0.179

---

Record 7
C2H9NP | ωB97M-V/def2-TZVPD

Output
HOMO (alpha / beta) = -12.34 / -15.36 eV
lowest unoccupied orbital energy (alpha / beta) = -3.22 / -7.78 eV
orbital gap (alpha / beta) = 0.3351 / 0.2784 hartree
charge = +1
<S²> = 2.01
spin multiplicity = 3

Each line ends with the Mulliken charge.
Element x y z (Å)
C (1.909, -0.887, 0.665)  -0.651
C (-1.829, 1.418, -1.645)  -0.599
N (0.577, -0.406, 1.153)  -0.481
P (-1.374, 0.290, -0.432)  0.302
H (1.789, -0.743, -0.486)  0.212
H (2.738, -0.174, 0.855)  0.305
H (2.290, -1.857, 1.079)  0.308
H (-2.266, 2.398, -1.724)  0.392
H (-1.216, 1.356, -2.562)  0.303
H (0.635, 0.290, 1.905)  0.315
H (0.242, -1.172, 1.713)  0.310
H (-2.433, 0.230, 0.595)  0.177
H (-1.062, -0.744, -1.115)  0.108

---

Record 8
C2H9NP2 | ωB97M-V/def2-TZVPD

Output
HOMO = -7.22 eV
lowest unoccupied orbital energy = 0.80 eV
SMILES = CCN[PH2]=P
orbital gap = 0.2948 hartree

Each line ends with the Mulliken charge.
Element x y z (Å)
C (-0.970, -0.824, 1.428)  -0.863
C (0.126, 0.251, 1.180)  -0.582
N (0.714, 0.082, -0.068)  -0.417
P (-0.045, 0.385, -1.470)  0.033
P (1.426, 0.035, -2.934)  -0.175
H (-0.537, -1.800, 1.559)  0.298
H (-1.695, -0.586, 2.271)  0.299
H (-1.505, -0.809, 0.509)  0.243
H (-0.294, 1.213, 1.273)  0.331
H (0.940, 0.117, 1.804)  0.356
H (1.255, -0.738, -0.150)  0.354
H (-1.278, -0.221, -1.640)  0.072
H (-0.323, 1.710, -1.238)  0.072
H (2.184, 1.185, -2.523)  -0.020